(1)
DFT (the ωB97M-V functional and the def2-TZVPD basis) results for a molecular structure, C38H40AsNO4STi at a distorted geometry.

Properties
HOMO (alpha / beta) in eV: -15.94 / -15.93
LUMO level (alpha / beta) in Ha: -0.3154 / -0.4256
Relative energy (zero: lowest compared OMol25 entry of this formula, charge and spin) in eV: 5.0082
2S+1: 2
Frontier orbital gap (alpha / beta) in hartree: 0.27029 / 0.15980
Charge: +3

Each line ends with the Löwdin spin population.
Positions of all 86 atoms, in Å:
Ti  -1.353  1.633  0.493  0.002
C  -2.486  2.221  -2.345  0.002
C  -2.691  3.572  -1.645  0.000
O  -1.774  3.549  -0.550  0.000
C  -1.647  4.790  0.140  0.000
C  -0.540  4.518  1.149  0.000
O  -0.931  3.324  1.846  0.000
C  -0.898  3.445  3.280  0.000
C  -1.819  2.379  3.888  0.000
O  -1.526  1.115  3.335  0.000
C  -2.280  0.753  2.211  -0.001
C  -3.030  0.856  -0.389  0.004
O  -2.091  1.240  -1.388  0.025
H  -1.657  2.287  -3.057  0.000
H  -3.391  1.911  -2.880  0.000
H  -3.720  3.703  -1.280  0.000
H  -2.450  4.396  -2.327  0.000
H  -2.594  5.042  0.645  0.000
H  -1.374  5.600  -0.547  0.000
H  -0.415  5.364  1.829  0.000
H  0.410  4.337  0.622  0.000
H  -1.244  4.436  3.588  0.000
H  0.133  3.300  3.625  0.000
H  -2.874  2.645  3.725  0.000
H  -1.647  2.318  4.968  0.000
H  -3.333  1.067  2.336  0.000
H  -2.244  -0.345  2.165  0.000
H  -3.957  1.439  -0.429  0.000
H  -3.246  -0.215  -0.477  0.000
C  3.625  -3.524  -2.641  0.079
C  2.961  -3.701  -1.436  0.014
C  1.957  -2.827  -1.057  0.046
C  1.600  -1.790  -1.911  0.123
C  2.285  -1.593  -3.109  0.053
C  3.280  -2.476  -3.483  0.006
As  0.058  -0.607  -1.544  0.337
C  -0.957  -0.915  -3.177  0.063
C  -0.815  -0.267  -4.389  0.012
C  -1.620  -0.636  -5.460  0.001
C  -2.569  -1.637  -5.296  0.008
C  -2.720  -2.279  -4.080  0.010
C  -1.930  -1.916  -2.993  0.014
C  -2.000  -2.487  -1.651  0.017
C  -2.822  -3.542  -1.260  0.003
C  -2.790  -4.005  0.044  0.015
C  -1.956  -3.416  0.981  0.000
C  -1.124  -2.366  0.605  0.011
C  -1.126  -1.911  -0.705  0.042
H  4.418  -4.198  -2.921  0.004
H  3.225  -4.527  -0.795  0.000
H  1.427  -2.986  -0.126  0.002
H  2.005  -0.767  -3.753  0.002
H  3.790  -2.352  -4.426  0.000
H  -0.078  0.520  -4.510  0.001
H  -1.506  -0.146  -6.415  0.000
H  -3.202  -1.911  -6.125  0.000
H  -3.452  -3.062  -3.978  0.001
H  -3.470  -4.020  -1.977  0.000
H  -3.417  -4.834  0.333  0.001
H  -1.935  -3.778  1.997  0.000
H  -0.463  -1.936  1.353  0.000
N  0.333  0.868  0.992  0.072
S  1.602  1.397  1.925  0.008
C  1.618  0.129  3.205  0.003
C  1.756  -1.202  2.833  0.001
C  1.704  -2.179  3.810  0.000
C  1.530  -1.825  5.140  0.001
C  1.411  -0.492  5.499  0.000
C  1.450  0.497  4.529  0.001
C  3.011  0.851  0.916  0.002
C  2.945  1.084  -0.450  0.003
C  3.980  0.644  -1.259  0.000
C  5.062  -0.018  -0.698  0.001
C  5.139  -0.199  0.673  0.000
C  4.117  0.250  1.495  0.001
H  0.339  -0.154  1.035  0.003
H  1.938  -1.476  1.800  0.000
H  1.816  -3.214  3.531  0.000
H  1.493  -2.591  5.897  0.000
H  1.296  -0.220  6.535  0.000
H  1.364  1.536  4.805  0.000
H  2.094  1.617  -0.872  0.004
H  3.958  0.836  -2.319  0.000
H  5.858  -0.378  -1.331  0.000
H  6.000  -0.678  1.111  0.000
H  4.184  0.127  2.565  0.000



(2)
DFT (the ωB97M-V functional and the def2-TZVPD basis) results for a molecular structure, C38H40BF3O5PbSb at a distorted geometry.

Properties
HOMO in eV: -10.92
LUMO level in Ha: -0.1269
Relative energy (zero: lowest compared OMol25 entry of this formula, charge and spin) in eV: 2.8520
Frontier orbital gap in hartree: 0.27428
Charge: +1

Each line ends with the natural charge from an NBO analysis.
Positions of all 89 atoms, in Å:
Pb  1.186  -0.401  0.097  1.266
O  0.697  -0.965  2.544  -0.721
C  -0.533  -1.723  2.647  0.080
C  -0.575  -2.692  1.420  0.784
O  -1.072  -3.787  1.500  -0.576
O  -0.043  -2.229  0.312  -0.811
C  -0.612  -2.437  3.987  0.031
C  0.318  -2.183  4.991  -0.268
C  0.191  -2.779  6.239  -0.189
C  -0.870  -3.629  6.498  -0.204
C  -1.800  -3.885  5.500  -0.195
C  -1.682  -3.286  4.258  -0.195
C  -1.729  -0.778  2.596  -0.073
C  -2.833  -1.041  1.796  -0.222
C  -3.964  -0.239  1.877  -0.196
C  -4.012  0.808  2.782  -0.204
C  -2.907  1.076  3.579  -0.219
C  -1.769  0.297  3.479  -0.141
H  1.392  -1.529  2.915  0.501
H  1.136  -1.489  4.839  0.202
H  0.919  -2.562  7.009  0.218
H  -0.980  -4.086  7.472  0.223
H  -2.636  -4.545  5.685  0.223
H  -2.425  -3.476  3.499  0.235
H  -2.832  -1.897  1.134  0.222
H  -4.822  -0.453  1.251  0.218
H  -4.914  1.400  2.875  0.223
H  -2.947  1.885  4.296  0.222
H  -0.913  0.507  4.109  0.216
F  -3.557  7.885  0.137  -0.318
C  -4.306  6.767  0.133  0.962
F  -5.057  6.787  -0.980  -0.317
F  -5.143  6.850  1.184  -0.317
C  -3.442  5.538  0.212  -0.063
C  -3.636  4.481  -0.665  -0.205
C  -2.805  3.378  -0.595  -0.160
C  -1.775  3.338  0.345  -0.173
C  -1.601  4.396  1.237  -0.170
C  -2.440  5.492  1.172  -0.183
C  -0.884  2.220  0.372  0.150
C  -0.065  1.333  0.325  -0.530
H  -4.426  4.526  -1.401  0.242
H  -2.952  2.542  -1.265  0.214
H  -0.804  4.353  1.967  0.230
H  -2.314  6.318  1.860  0.238
C  0.500  -3.275  -4.228  -0.637
C  1.074  -1.868  -4.249  -0.433
C  2.592  -1.849  -4.142  -0.638
Sb  0.260  -0.619  -2.624  1.189
C  -1.932  -0.620  -2.720  -0.441
C  -2.383  -0.319  -4.142  -0.639
C  -2.493  -1.919  -2.161  -0.642
C  0.680  1.433  -3.316  -0.474
C  0.846  1.490  -4.829  -0.633
C  1.893  2.006  -2.589  -0.634
H  0.914  -3.840  -5.067  0.231
H  -0.585  -3.279  -4.334  0.217
H  0.760  -3.804  -3.311  0.221
H  0.746  -1.337  -5.145  0.228
H  2.929  -2.371  -3.244  0.216
H  2.990  -0.832  -4.120  0.211
H  3.025  -2.358  -5.006  0.233
H  -2.191  0.209  -2.057  0.228
H  -1.988  -1.045  -4.855  0.209
H  -2.081  0.681  -4.456  0.215
H  -3.473  -0.369  -4.194  0.235
H  -2.241  -2.774  -2.791  0.211
H  -3.582  -1.856  -2.103  0.225
H  -2.109  -2.114  -1.161  0.239
H  -0.209  1.993  -3.015  0.225
H  1.747  0.961  -5.147  0.208
H  0.946  2.531  -5.146  0.231
H  -0.008  1.063  -5.356  0.214
H  2.796  1.414  -2.766  0.207
H  1.722  2.070  -1.513  0.213
H  2.091  3.020  -2.944  0.233
O  4.178  -0.767  1.650  -0.654
B  3.476  -0.690  0.494  0.839
O  4.251  -0.759  -0.627  -0.653
C  5.546  -0.884  -0.142  0.202
C  6.727  -0.998  -0.840  -0.223
C  7.881  -1.111  -0.074  -0.195
C  7.840  -1.094  1.317  -0.192
C  6.643  -0.978  2.013  -0.247
C  5.504  -0.883  1.246  0.262
H  6.751  -0.996  -1.920  0.237
H  8.833  -1.213  -0.577  0.233
H  8.763  -1.165  1.876  0.233
H  6.604  -0.966  3.093  0.243



The lowest relative energy (zero: lowest compared OMol25 entry of this formula, charge and spin) belongs to which entry?
C38H40BF3O5PbSb